(1)
# C50H62FIN4O3P3Tb

A molecular structure, C50H62FIN4O3P3Tb (ωB97M-V/def2-TZVPD, the Open Molecules 2025 dataset).

M   1164.82 Da
⟨S²⟩   16.491
Gap between HOMO and LUMO (spin up / spin down)   7.2 / 5.0 eV
Total charge   -1
Multiplicity   8
HOMO (spin up / spin down)   -0.1873 / -0.1781 hartree

CARTESIAN COORDINATES (ANGSTROEM)
Tb  0.11  1.18  0.71
C  -3.82  0.76  3.04
C  -3.79  0.15  1.63
C  -4.24  -1.34  1.63
P  -4.22  1.27  -0.08
C  -6.00  0.95  -0.69
C  -6.19  1.44  -2.15
C  -6.76  2.04  0.17
C  -3.35  0.18  -1.43
C  -3.96  -0.98  -1.80
C  -3.57  -1.96  -2.68
C  -2.19  -1.85  -3.06
C  -1.54  -0.56  -2.75
C  -2.16  0.50  -1.97
N  -1.18  1.53  -1.82
C  -1.43  2.56  -2.58
C  -2.70  2.92  -2.98
C  -2.95  4.01  -3.86
C  -1.92  4.92  -4.17
C  -0.62  4.70  -3.75
C  -0.47  3.43  -3.12
P  0.99  3.00  -2.24
C  1.73  1.48  -3.34
C  1.21  1.49  -4.70
C  3.32  1.46  -3.37
C  2.43  4.38  -2.63
C  2.75  4.75  -4.07
C  2.53  5.43  -1.64
H  -3.51  1.75  2.82
H  -3.20  0.45  3.90
H  -4.87  0.44  3.50
H  -2.85  0.27  1.31
H  -3.68  -1.85  0.75
H  -5.22  -1.46  1.18
H  -4.11  -1.66  2.64
H  -6.40  -0.16  -0.33
H  -5.47  0.95  -2.90
H  -6.15  2.52  -2.12
H  -7.24  1.15  -2.26
H  -6.06  2.94  0.12
H  -6.93  1.42  1.09
H  -7.90  2.00  -0.31
H  -5.10  -0.97  -1.40
H  -4.42  -2.65  -2.96
H  -2.11  -2.55  -3.84
H  -0.62  -0.39  -3.11
H  -3.53  2.17  -2.53
H  -4.10  4.29  -4.33
H  -2.28  5.75  -4.73
H  0.10  5.53  -3.90
H  1.22  0.88  -2.82
H  1.65  2.10  -5.69
H  0.32  1.77  -4.58
H  1.05  0.61  -5.38
H  3.62  2.28  -4.18
H  3.57  0.61  -4.06
H  3.78  1.33  -2.42
H  3.17  3.73  -2.36
H  2.05  5.48  -4.14
H  2.15  4.04  -4.65
H  3.70  4.59  -4.17
H  2.16  5.32  -0.53
H  2.12  6.44  -1.90
H  3.64  5.61  -1.40
C  5.59  -2.28  -2.55
C  4.41  -2.98  -2.57
C  3.38  -2.91  -1.84
C  3.45  -1.89  -0.89
C  4.42  -0.86  -1.03
C  5.63  -1.20  -1.65
P  2.31  -1.36  0.38
C  2.16  -2.90  1.42
C  1.11  -2.98  2.53
C  1.11  -3.92  3.44
C  1.95  -4.97  3.30
C  2.91  -5.03  2.32
C  3.00  -3.92  1.48
C  3.00  -0.20  1.62
C  4.10  -0.79  2.44
C  4.62  -0.06  3.52
C  4.03  1.21  3.70
C  3.08  1.67  2.79
C  2.44  0.97  1.95
H  6.81  -2.31  -3.13
H  4.32  -3.68  -3.47
H  2.51  -3.58  -1.69
H  4.66  -0.13  -0.34
H  6.44  -0.53  -1.54
H  0.57  -2.11  2.89
H  0.37  -3.94  4.27
H  1.72  -5.82  4.15
H  3.73  -5.89  2.61
H  3.72  -4.12  0.57
H  4.75  -1.71  2.23
H  5.22  -0.55  4.26
H  4.49  1.45  4.64
H  2.73  2.59  2.73
O  -1.64  2.47  0.73
H  -2.10  2.69  1.53
H  -1.43  0.90  3.01
O  1.31  -1.57  -2.85
H  0.85  -2.23  -2.40
H  2.01  -1.32  -2.28
O  -0.57  0.59  2.75
N  -0.09  0.37  8.50
C  0.16  -1.03  9.04
C  0.90  -1.85  8.29
C  1.25  -1.56  7.07
C  0.61  -0.38  6.35
C  0.34  0.63  7.33
H  -0.07  -1.50  9.92
H  0.92  -2.89  8.90
H  1.66  -2.16  6.28
H  0.76  -0.39  5.17
H  -0.15  1.34  6.79
I  -2.09  -6.99  0.35
C  -1.33  -5.21  -0.32
C  -1.86  -3.91  -0.12
N  -0.85  -3.09  -0.45
N  0.17  -3.69  -0.94
C  -0.12  -4.96  -0.81
H  -2.84  -3.67  0.28
H  -0.92  -2.02  -0.34
H  0.62  -5.78  -0.95
F  -0.78  -0.60  0.03

Here are the Mulliken charges for atoms 1 to 5, given in e:
1 Tb 0.39
2 C -2.07
3 C 3.63
4 C -0.91
5 P 0.22

(2)
# C26H54N2O10

8 unconnected molecules or ions with the total composition C26H54N2O10 (ωB97M-V/def2-TZVPD, the Open Molecules 2025 dataset).

Relative energy (zero: lowest compared OMol25 entry of this formula, charge and spin)   170.2 kcal per mole
M   554.72 Da
Gap between HOMO and LUMO   9.5 eV
SMILES string   C[N+](=O)[O-].C[N+](=O)[O-].C1CCOC1.C1CCOC1.C1CCOC1.C1CCOC1.C1CCOC1.C1CCOC1
HOMO   -0.3397 hartree

CARTESIAN COORDINATES (ANGSTROEM)
C  3.64  -4.74  -1.98
N  3.26  -4.76  -3.42
O  2.32  -5.49  -3.73
O  3.83  -3.96  -4.22
H  3.68  -5.79  -1.66
H  3.04  -4.19  -1.30
H  4.62  -4.29  -2.08
C  0.15  -0.92  -0.02
N  0.46  -2.08  0.92
O  1.66  -2.25  1.14
O  -0.44  -2.84  1.17
H  0.98  -0.97  -0.66
H  0.17  0.03  0.51
H  -0.80  -1.19  -0.38
C  -1.20  -2.09  -3.40
C  -1.98  -3.33  -2.76
C  -0.87  -4.26  -2.20
O  0.27  -3.45  -2.02
C  0.34  -2.44  -3.04
H  -1.44  -1.19  -2.81
H  -1.43  -1.91  -4.46
H  -2.65  -3.79  -3.48
H  -2.58  -3.02  -1.87
H  -0.70  -5.11  -2.89
H  -1.11  -4.61  -1.20
H  0.88  -2.82  -3.91
H  0.94  -1.56  -2.75
C  -4.20  -0.31  1.32
C  -5.07  0.64  2.14
C  -4.31  0.97  3.41
O  -3.47  -0.11  3.61
C  -3.01  -0.57  2.31
H  -3.78  0.16  0.33
H  -4.76  -1.21  0.97
H  -5.99  0.14  2.53
H  -5.38  1.57  1.64
H  -4.82  1.12  4.33
H  -3.78  1.96  3.37
H  -2.90  -1.69  2.33
H  -2.03  -0.11  1.97
C  0.86  4.21  -2.63
C  -0.51  3.64  -2.69
C  -0.57  2.60  -1.57
O  0.79  2.04  -1.52
C  1.73  3.11  -1.92
H  1.02  5.16  -2.14
H  1.29  4.26  -3.64
H  -0.78  3.17  -3.60
H  -1.30  4.40  -2.60
H  -1.29  1.79  -1.76
H  -0.70  3.11  -0.60
H  2.39  2.53  -2.54
H  2.29  3.42  -1.10
C  3.40  -1.63  6.12
C  3.31  -0.58  7.24
C  1.80  -0.30  7.23
O  1.41  -0.47  5.91
C  2.00  -1.64  5.52
H  3.52  -2.63  6.57
H  4.14  -1.40  5.41
H  3.87  0.27  7.02
H  3.71  -1.01  8.15
H  1.56  0.69  7.57
H  1.24  -1.11  7.78
H  2.01  -1.76  4.39
H  1.41  -2.52  5.92
C  -0.18  1.85  -7.23
C  1.04  1.25  -6.51
C  0.34  0.20  -5.63
O  -0.78  0.83  -5.19
C  -1.34  1.56  -6.30
H  -0.34  1.40  -8.21
H  -0.02  2.97  -7.37
H  1.46  2.00  -5.80
H  1.88  0.93  -7.19
H  0.93  -0.05  -4.74
H  0.19  -0.70  -6.19
H  -1.85  2.37  -5.80
H  -2.13  0.86  -6.63
C  0.30  2.72  4.80
C  0.89  3.40  3.56
C  0.14  2.77  2.35
O  -0.75  1.82  2.90
C  -0.91  2.05  4.31
H  -0.07  3.45  5.52
H  0.98  2.05  5.31
H  1.96  3.20  3.45
H  0.69  4.43  3.57
H  0.81  2.32  1.57
H  -0.39  3.63  1.96
H  -1.15  1.12  4.82
H  -1.83  2.75  4.41

Here are the Mulliken charges for atoms 1 to 5, given in e:
1 C -0.67
2 N 0.86
3 O -0.50
4 O -0.54
5 H 0.27

(3)
# C9H13NO2

2 unconnected molecules or ions with the total composition C9H13NO2 (ωB97M-V/def2-TZVPD, the Open Molecules 2025 dataset).

Relative energy (zero: lowest compared OMol25 entry of this formula, charge and spin)   29.7 kcal per mole
M   167.21 Da
Gap between HOMO and LUMO   9.0 eV
SMILES string   Cc1ccc(O)cc1.CC(N)=O
HOMO   -0.3078 hartree

CARTESIAN COORDINATES (ANGSTROEM)
C  1.37  -3.16  -0.91
C  0.52  -2.28  0.04
C  -0.52  -1.56  -0.48
C  -1.38  -0.99  0.49
C  -1.17  -1.09  1.83
O  -1.97  -0.47  2.75
C  0.06  -1.66  2.29
C  0.90  -2.27  1.40
H  0.83  -3.26  -1.88
H  1.63  -4.10  -0.44
H  2.23  -2.55  -1.17
H  -0.83  -1.57  -1.52
H  -2.35  -0.73  0.08
H  -2.36  0.34  2.39
H  0.03  -1.68  3.38
H  1.85  -2.73  1.72
C  -0.56  3.53  -0.22
C  -0.09  3.11  -1.58
N  1.24  3.42  -1.93
O  -0.79  2.52  -2.37
H  0.30  4.06  0.20
H  -0.78  2.56  0.24
H  -1.64  3.82  -0.28
H  1.61  2.87  -2.68
H  1.88  3.88  -1.32

Here are the natural (NBO) charges for atoms 1 to 5, given in e:
1 C -0.63
2 C -0.02
3 C -0.20
4 C -0.29
5 C 0.28

(4)
# C40H45HfN3

A molecular structure, C40H45HfN3 (ωB97M-V/def2-TZVPD, the Open Molecules 2025 dataset).

M   746.31 Da
Gap between HOMO and LUMO   6.1 eV
HOMO   -0.2373 hartree

CARTESIAN COORDINATES (ANGSTROEM)
Hf  0.01  0.42  0.20
C  0.43  -2.25  -1.41
C  1.18  -1.41  -2.45
C  0.43  -0.11  -2.78
C  2.62  -1.06  -2.12
C  3.59  -1.22  -3.11
C  4.89  -0.80  -2.91
C  5.23  -0.17  -1.72
C  4.30  0.01  -0.70
C  4.67  0.83  0.52
C  4.38  2.31  0.22
C  6.12  0.64  0.97
C  3.00  -0.48  -0.90
N  2.01  -0.37  0.12
C  2.25  -0.98  1.25
C  1.35  -0.92  2.34
C  1.55  -1.38  3.64
C  0.43  -1.00  4.36
C  -0.43  -0.33  3.48
N  0.12  -0.29  2.24
C  -1.82  0.19  3.79
C  -2.08  1.54  3.12
C  -2.84  -0.84  3.29
C  -1.98  0.35  5.31
H  -0.46  -2.69  -1.87
H  0.08  -1.66  -0.56
H  1.06  -3.05  -1.03
H  1.21  -2.00  -3.37
H  0.49  0.61  -1.94
H  -0.62  -0.30  -3.00
H  0.88  0.39  -3.63
H  3.31  -1.69  -4.05
H  5.64  -0.94  -3.68
H  6.24  0.20  -1.59
H  4.03  0.56  1.36
H  4.90  2.63  -0.69
H  4.73  2.94  1.05
H  3.31  2.47  0.10
H  6.82  1.13  0.29
H  6.39  -0.42  1.02
H  6.26  1.08  1.95
H  3.18  -1.53  1.39
H  2.42  -1.90  4.00
H  0.25  -1.17  5.41
H  -1.96  1.49  2.04
H  -1.39  2.30  3.50
H  -3.10  1.87  3.34
H  -2.77  -0.94  2.20
H  -3.85  -0.52  3.55
H  -2.65  -1.82  3.74
H  -1.20  0.99  5.72
H  -1.94  -0.62  5.81
H  -2.95  0.80  5.52
C  -1.28  3.46  -1.22
C  0.10  3.62  -0.55
C  1.12  3.73  -1.70
C  0.41  2.43  0.37
C  0.15  4.89  0.29
C  -0.98  5.59  0.70
C  -0.89  6.69  1.54
C  0.34  7.13  1.98
C  1.49  6.46  1.58
C  1.39  5.35  0.75
H  -1.28  2.58  -1.87
H  -1.52  4.33  -1.83
H  -2.07  3.31  -0.48
H  0.94  2.94  -2.44
H  2.15  3.62  -1.35
H  1.04  4.70  -2.21
H  0.59  2.74  1.41
H  -1.96  5.27  0.36
H  -1.79  7.21  1.84
H  0.41  7.99  2.64
H  2.46  6.79  1.92
H  2.29  4.83  0.46
N  -10.07  0.00  -0.98
C  -8.92  0.00  -0.91
C  -7.50  0.01  -0.82
C  -6.73  0.70  -1.76
C  -5.35  0.71  -1.65
C  -4.72  0.02  -0.62
C  -5.49  -0.68  0.31
C  -6.87  -0.69  0.21
C  -3.29  0.05  -0.50
C  -2.08  0.10  -0.39
H  -7.23  1.24  -2.55
H  -4.76  1.26  -2.37
H  -5.00  -1.22  1.11
H  -7.47  -1.23  0.93

Here are the Mulliken charges for atoms 1 to 5, given in e:
1 Hf -0.91
2 C -1.00
3 C 0.09
4 C -0.68
5 C 0.92

(5)
# C5H9NOS

C5H9NOS in the gas phase (ωB97M-V/def2-TZVPD, the Open Molecules 2025 dataset).

Relative energy (zero: lowest compared OMol25 entry of this formula, charge and spin)   35.9 kcal per mole
M   131.20 Da
Gap between HOMO and LUMO   9.8 eV
SMILES string   N[C@@H]1[C@H](S)C=C[C@@H]1O
HOMO   -0.3316 hartree

CARTESIAN COORDINATES (ANGSTROEM)
N  -0.64  1.80  -0.41
C  0.02  0.54  -0.62
C  -0.91  -0.69  -0.52
S  -2.22  -0.43  0.81
C  0.12  -1.80  -0.26
C  1.27  -1.35  0.26
C  1.19  0.18  0.35
O  0.93  0.69  1.62
H  -0.18  2.19  0.43
H  -0.26  2.45  -1.15
H  0.47  0.40  -1.60
H  -1.58  -0.81  -1.34
H  -2.44  0.76  0.21
H  -0.10  -2.86  -0.32
H  2.10  -2.00  0.60
H  2.15  0.63  0.01
H  0.06  0.31  1.92

Here are the natural (NBO) charges for atoms 1 to 5, given in e:
1 N -0.84
2 C -0.09
3 C -0.33
4 S -0.12
5 C -0.19

(6)
# C4HCl2N3O2S3SbTc

A molecular structure, C4HCl2N3O2S3SbTc (ωB97M-V/def2-TZVPD, the Open Molecules 2025 dataset).

Relative energy (zero: lowest compared OMol25 entry of this formula, charge and spin)   0.0 kcal per mole
M   509.94 Da
⟨S²⟩   2.023
Gap between HOMO and LUMO (spin up / spin down)   7.1 / 6.0 eV
Multiplicity   3
HOMO (spin up / spin down)   -0.3383 / -0.3444 hartree

CARTESIAN COORDINATES (ANGSTROEM)
Tc  -0.47  0.41  0.33
S  1.52  3.85  2.86
Sb  -0.58  3.14  2.30
S  -0.41  0.70  2.48
S  -0.49  2.62  -0.05
N  1.33  0.10  -0.27
C  2.46  0.04  -0.64
N  3.63  -0.15  -0.95
C  4.53  0.61  -1.55
N  5.36  1.20  -2.08
Cl  -0.66  -2.21  0.60
C  -2.19  -2.35  -0.33
Cl  -1.85  -2.79  -2.00
C  -2.98  -1.04  -0.29
O  -4.17  -1.07  -0.29
O  -2.28  0.09  -0.26
H  -2.75  -3.15  0.14

Here are the natural (NBO) charges for atoms 1 to 5, given in e:
1 Tc 0.74
2 S -0.34
3 Sb 0.89
4 S -0.22
5 S -0.29

no.,F_max (eV Å⁻¹),energy (Ha)
1,10.4,-4632.5421
2,3.2,-1884.5893
3,2.6,-555.9563
4,3.0,-1763.4220
5,2.7,-724.0626
6,0.5,-2903.7810